Record 1
Computed, not measured: a molecular structure, C23H29N2O2RhSTe at a distorted geometry, with ωB97M-V/def2-TZVPD.

```
59
Properties=species:S:1:pos:R:3:lowdin_charge:R:1
Rh -0.067 -0.617 0.052 0.4324
C -2.723 1.519 -4.004 -0.0678
C -2.257 2.669 -3.123 -0.2500
N -0.812 2.663 -2.889 -0.1207
C 0.040 3.350 -3.865 -0.1988
C 0.709 2.415 -4.864 -0.0660
C -0.247 1.993 -1.867 -0.6689
S -1.308 1.209 -0.736 0.7108
N 1.071 2.093 -1.784 0.1162
C 1.920 1.302 -1.163 -0.4221
O 1.738 0.145 -0.687 -0.1431
C 3.322 1.813 -1.075 -0.1359
C 4.235 1.150 -0.258 -0.0220
C 5.540 1.604 -0.157 -0.0708
C 5.946 2.717 -0.880 -0.0815
C 5.043 3.378 -1.702 -0.0756
C 3.735 2.930 -1.797 -0.0214
H -3.808 1.544 -4.111 0.0798
H -2.446 0.566 -3.551 0.0525
H -2.283 1.575 -5.000 0.0659
H -2.765 2.637 -2.164 0.0665
H -2.499 3.628 -3.582 0.1159
H 0.795 3.913 -3.319 0.1044
H -0.599 4.065 -4.384 0.1153
H 1.310 1.670 -4.344 0.0690
H 1.368 2.986 -5.521 0.0774
H -0.025 1.902 -5.486 0.0631
H 3.906 0.278 0.291 0.1162
H 6.242 1.087 0.484 0.1052
H 6.967 3.070 -0.804 0.1033
H 5.359 4.243 -2.270 0.1031
H 3.019 3.435 -2.431 0.0987
C 0.928 1.309 2.080 -0.0448
C 0.209 -0.014 1.939 -0.5459
O -0.178 -0.640 2.858 0.0358
H 0.944 1.595 3.129 0.0854
H 0.431 2.068 1.474 0.0585
H 1.947 1.198 1.705 0.0686
C -2.290 -6.483 -3.943 -0.0537
C -1.584 -5.648 -2.907 -0.2745
C -1.177 -6.186 -1.695 -0.0214
C -0.520 -5.422 -0.737 -0.3332
C -0.116 -6.081 0.558 -0.1288
C -0.259 -4.067 -0.988 -0.5010
Te 0.775 -3.017 0.570 1.0147
C -0.657 -3.508 -2.204 -0.3061
C -0.414 -2.080 -2.623 -0.0726
C -1.314 -4.309 -3.136 -0.0291
H -2.418 -7.510 -3.603 0.0713
H -1.727 -6.504 -4.878 0.0790
H -3.278 -6.076 -4.167 0.0789
H -1.380 -7.231 -1.483 0.1122
H -0.471 -7.111 0.585 0.0725
H -0.529 -5.560 1.424 0.0519
H 0.970 -6.093 0.678 0.0635
H 0.089 -1.490 -1.856 -0.0254
H -1.354 -1.580 -2.867 0.0740
H 0.222 -2.044 -3.509 0.0972
H -1.619 -3.863 -4.079 0.1221
```

The molar mass is 628.07 g/mol. The frontier orbital gap (alpha / beta) is 5.80 / 5.80 eV. Its maximum force is 1.4 eV/Å. For the total energy, the calculation gives -52533.6929 eV. Its total charge is 0. The value obtained for the HOMO energy (alpha / beta) is -0.25922 / -0.25919 hartree. The energy above the lowest of the compared OMol25 structures with the same formula, charge and spin is 0.817 eV.

=====

Record 2
Computed, not measured: C23H29N3O3 in the gas phase at a distorted geometry, with ωB97M-V/def2-TZVPD.

```
58
Properties=species:S:1:pos:R:3:lowdin_charge:R:1
C 1.575 -1.419 1.647 -0.0495
C 1.337 -0.813 0.248 -0.2914
C 2.480 0.086 -0.237 -0.1147
N 1.841 0.933 -1.251 -0.0337
C 2.469 1.842 -2.032 -0.4408
O 1.861 2.502 -2.875 0.0483
C 3.984 2.064 -1.879 -0.0347
C 4.408 3.562 -1.958 -0.1952
C 3.832 4.450 -0.849 -0.1202
C 4.936 4.545 0.184 -0.1649
N 6.127 4.298 -0.617 0.0829
C 5.926 3.671 -1.781 -0.4832
O 6.789 3.284 -2.557 0.0485
C 0.377 0.826 -1.235 -0.0672
C 0.084 0.055 0.066 -0.2196
N -0.278 0.870 1.244 0.1394
C 0.226 2.036 1.673 -0.3923
O 1.154 2.631 1.138 0.0696
C -0.410 2.620 2.941 -0.3416
C 0.356 2.947 4.218 -0.0129
C -1.127 3.369 4.449 -0.3061
C -1.711 4.004 5.698 -0.1441
C -2.725 3.359 6.409 -0.0318
C -3.255 3.951 7.554 -0.0814
C -2.768 5.185 7.980 -0.0933
C -1.756 5.832 7.274 -0.0800
C -1.227 5.240 6.130 -0.0303
C -1.539 2.019 3.773 -0.0518
C -1.082 3.986 3.017 -0.0110
H 1.725 -0.644 2.400 0.0731
H 0.729 -2.030 1.963 0.0762
H 2.461 -2.055 1.654 0.0792
H 1.253 -1.643 -0.457 0.1433
H 2.788 0.746 0.577 0.1169
H 3.340 -0.483 -0.595 0.1322
H 4.347 1.638 -0.946 0.1074
H 4.460 1.500 -2.682 0.1326
H 4.153 3.984 -2.931 0.1495
H 3.625 5.442 -1.254 0.1211
H 2.893 4.096 -0.419 0.1084
H 4.963 5.530 0.653 0.1153
H 4.835 3.795 0.972 0.1142
H 7.065 4.429 -0.277 0.1498
H -0.137 1.790 -1.232 0.1340
H 0.058 0.224 -2.087 0.1302
H -0.768 -0.591 -0.158 0.1478
H -1.000 0.495 1.833 0.1306
H 0.736 2.110 4.810 0.1206
H 1.107 3.741 4.165 0.1217
H -3.102 2.403 6.078 0.1059
H -4.040 3.456 8.107 0.0995
H -3.179 5.645 8.868 0.0978
H -1.384 6.789 7.611 0.1000
H -0.443 5.738 5.578 0.1124
H -2.535 1.975 3.323 0.1194
H -1.328 1.102 4.330 0.1181
H -0.451 4.867 2.864 0.1224
H -2.035 4.112 2.497 0.1229
```

The molar mass is 395.50 g/mol. The frontier orbital gap is 9.30 eV. Its maximum force is 2.6 eV/Å. For the total energy, the calculation gives -34934.4853 eV. Its total charge is 0. The value obtained for the HOMO energy is -0.33001 hartree. The energy above the lowest of the compared OMol25 structures with the same formula, charge and spin is 3.192 eV.

=====

Record 3
Computed, not measured: C23H29N3O4 in the gas phase, with ωB97M-V/def2-TZVPD.

```
59
Properties=species:S:1:pos:R:3:lowdin_charge:R:1
C -8.897 -0.002 -1.189 -0.1070
O -9.003 -1.043 -0.249 -0.1838
C -7.857 -1.853 -0.148 -0.2219
C -6.677 -1.150 0.544 -0.0717
C -5.754 -0.469 -0.459 -0.4548
O -5.815 -0.697 -1.652 0.0518
N -4.863 0.425 0.043 -0.0590
C -4.528 0.631 1.432 -0.1422
H -5.268 0.174 2.084 0.1116
C -3.143 0.052 1.736 -0.0938
H -2.881 0.232 2.778 0.1249
H -3.144 -1.026 1.565 0.1292
C -2.093 0.687 0.822 -0.3367
C -2.512 0.490 -0.639 -0.0926
C -3.916 1.050 -0.860 -0.1286
H -4.250 0.853 -1.879 0.1230
H -3.923 2.131 -0.679 0.1325
H -1.806 0.978 -1.312 0.1161
H -2.507 -0.579 -0.861 0.1360
O -0.863 0.046 1.108 -0.0126
C 0.314 0.606 0.719 -0.2520
C 0.465 1.842 0.098 -0.0078
C 1.730 2.298 -0.225 -0.0065
C 2.863 1.537 0.035 -0.1386
C 2.709 0.305 0.669 -0.0206
C 1.454 -0.149 1.008 0.0042
H 1.320 -1.095 1.509 0.1176
H 3.570 -0.295 0.928 0.1026
C 4.191 2.103 -0.340 -0.4567
O 4.396 3.304 -0.397 0.0539
N 5.127 1.182 -0.657 0.0604
H 4.956 0.196 -0.496 0.0862
C 6.513 1.514 -0.851 -0.1649
H 6.606 2.599 -0.752 0.1189
H 6.829 1.220 -1.859 0.1257
C 7.391 0.803 0.193 -0.1117
C 7.349 -0.688 0.015 -0.2825
N 6.159 -1.273 0.129 0.0871
C 6.067 -2.582 -0.030 -0.1282
C 7.154 -3.395 -0.304 -0.0641
C 8.397 -2.794 -0.428 -0.0628
C 8.497 -1.422 -0.271 -0.0183
H 9.450 -0.924 -0.365 0.1101
H 9.274 -3.385 -0.646 0.1071
H 7.032 -4.460 -0.418 0.1009
H 5.069 -2.992 0.071 0.1090
H 8.418 1.158 0.108 0.1117
H 7.013 1.056 1.186 0.1275
H 1.856 3.261 -0.695 0.1206
H -0.386 2.464 -0.133 0.1058
H -2.023 1.760 1.053 0.1516
H -4.519 1.711 1.625 0.1324
H -7.083 -0.424 1.249 0.1221
H -6.092 -1.888 1.096 0.1268
H -7.537 -2.193 -1.142 0.1211
H -8.176 -2.713 0.445 0.1234
H -8.567 -0.380 -2.162 0.0925
H -9.892 0.432 -1.280 0.0887
H -8.193 0.773 -0.863 0.0862
```

The molar mass is 411.50 g/mol. The frontier orbital gap is 9.19 eV. Its maximum force is 0.6 eV/Å. For the total energy, the calculation gives -36982.7727 eV. Its total charge is 0. The value obtained for the HOMO energy is -0.31277 hartree. Its SMILES is COCCC(=O)N1CCC(Oc2ccc(C(=O)NCCc3ccccn3)cc2)CC1. The energy above the lowest of the compared OMol25 structures with the same formula, charge and spin is 1.290 eV.

=====

Record 4
Computed, not measured: C23H29N3O5S in the gas phase, with ωB97M-V/def2-TZVPD.

```
61
Properties=species:S:1:pos:R:3:lowdin_charge:R:1
C -4.970 -3.068 0.937 -0.0799
H -5.157 -2.610 1.905 0.0774
H -3.899 -3.204 0.816 0.0607
H -5.443 -4.047 0.916 0.0709
C -5.551 -2.194 -0.171 -0.2629
N -5.034 -0.840 -0.109 -0.2011
C -5.904 0.172 -0.668 -0.2532
H -6.851 0.131 -0.121 0.1125
C -6.190 0.049 -2.170 -0.0840
H -6.716 -0.877 -2.386 0.0641
H -5.265 0.061 -2.742 0.0645
H -6.808 0.881 -2.498 0.0685
H -5.448 1.145 -0.463 0.1128
C -3.638 -0.715 -0.471 -0.1651
H -3.497 0.084 -1.207 0.1131
C -2.792 -0.393 0.776 -0.0987
N -1.383 -0.427 0.492 -0.0066
C -0.610 -1.513 0.722 -0.3636
O -0.990 -2.555 1.212 0.0989
C 0.801 -1.165 0.254 -0.2473
O 1.755 -1.913 0.283 0.1224
C 0.722 0.192 -0.255 -0.0421
C 1.697 0.910 -0.863 -0.1780
C 3.094 0.515 -0.930 -0.0702
C 3.866 0.506 -2.092 -0.2292
N 5.107 0.125 -1.749 0.1494
C 5.181 -0.100 -0.396 -0.1074
C 3.930 0.134 0.151 -0.1264
C 3.548 0.048 1.580 -0.0086
H 2.708 0.707 1.790 0.0791
H 4.391 0.301 2.216 0.0796
H 3.242 -0.974 1.804 0.0889
C 6.466 -0.509 0.148 -0.4409
O 7.456 -0.634 -0.543 0.0987
O 6.451 -0.726 1.470 -0.0339
C 7.682 -1.149 2.036 -0.0436
H 7.488 -1.315 3.093 0.0945
H 8.447 -0.381 1.902 0.0980
H 8.022 -2.070 1.559 0.0982
H 5.894 -0.020 -2.363 0.1715
C 3.484 0.789 -3.502 -0.0045
H 3.880 1.752 -3.830 0.0884
H 3.891 0.022 -4.160 0.0875
H 2.403 0.798 -3.613 0.0840
O 1.349 2.078 -1.458 0.1007
H 2.132 2.511 -1.822 0.1235
C -0.697 0.692 -0.118 -0.2422
C -0.764 1.911 0.750 -0.4978
C -0.314 2.043 2.028 -0.1128
C -0.543 3.332 2.559 -0.1792
C -1.162 4.156 1.678 -0.4122
S -1.483 3.376 0.180 1.0440
H -1.454 5.179 1.811 0.0583
H -0.256 3.627 3.553 0.1014
H 0.158 1.244 2.572 0.1190
H -1.132 0.931 -1.099 0.1512
H -3.062 0.592 1.165 0.1281
H -2.987 -1.144 1.543 0.1194
H -3.261 -1.645 -0.911 0.1298
H -5.350 -2.669 -1.147 0.1165
H -6.635 -2.138 -0.042 0.1155
```

The molar mass is 459.57 g/mol. The frontier orbital gap is 8.12 eV. Its maximum force is 0.8 eV/Å. For the total energy, the calculation gives -49865.1184 eV. Its total charge is 0. The value obtained for the HOMO energy is -0.30097 hartree. Its SMILES is CCN(CC)CCN1C(=O)C(=O)/C(=C(/O)c2c(C)[nH]c(C(=O)OC)c2C)[C@@H]1c1cccs1. The energy above the lowest of the compared OMol25 structures with the same formula, charge and spin is 1.211 eV.

=====

- What is the formula in the fourth record?
  C23H29N3O5S

=====

- Look up the maximum force of the first one.
  1.4 eV/Å